A cluster of 7 separate species, C36H86F6N4O10PS2 in total at a distorted geometry, computed with ωB97M-V/def2-TZVPD.

## Properties
HOMO   -13.450 eV
Molecular weight   944.20 g/mol
Largest force on an atom   0.037 Eh/bohr
LUMO energy   -0.2129 Eh

```
! wB97M-V def2-TZVPD RIJCOSX def2/J DEFGRID3
* xyz 3 1
C -2.20 -4.55 -0.58
C -2.89 -3.24 -0.55
O -3.72 -2.87 0.20
N -2.41 -2.26 -1.60
H -1.34 -2.28 -1.66
H -2.76 -2.59 -2.50
C -2.94 -0.89 -1.41
H -2.37 -5.07 -1.52
H -2.50 -5.13 0.28
H -1.12 -4.38 -0.54
H -2.67 -0.28 -2.26
H -2.51 -0.50 -0.49
H -4.02 -0.97 -1.36
C 5.09 -2.12 -3.74
N 6.29 -2.50 -2.93
C 7.53 -2.16 -3.64
C 6.19 -1.70 -1.67
C 6.23 -3.94 -2.48
C 6.49 -4.94 -3.57
O 5.71 -4.67 -4.75
H 4.82 -1.08 -3.62
H 4.25 -2.69 -3.34
H 5.24 -2.33 -4.79
H 7.62 -2.73 -4.56
H 8.38 -2.43 -3.01
H 7.51 -1.09 -3.84
H 7.15 -1.74 -1.15
H 5.46 -2.15 -1.01
H 5.95 -0.66 -1.82
H 5.29 -4.09 -1.95
H 7.04 -4.06 -1.77
H 6.22 -5.93 -3.19
H 7.55 -4.97 -3.82
H 5.87 -5.39 -5.36
C 0.59 -3.58 -5.21
N 1.34 -4.82 -4.85
C 2.63 -4.82 -5.63
C 1.71 -4.86 -3.41
C 0.64 -6.08 -5.27
C -0.83 -6.16 -4.89
O -1.06 -6.13 -3.49
H 1.28 -2.75 -5.10
H -0.24 -3.40 -4.54
H 0.27 -3.71 -6.25
H 3.14 -3.87 -5.49
H 2.39 -5.06 -6.66
H 3.24 -5.60 -5.19
H 2.18 -5.82 -3.21
H 0.89 -4.71 -2.72
H 2.45 -4.07 -3.27
H 1.19 -6.92 -4.84
H 0.75 -6.20 -6.35
H -1.26 -7.07 -5.31
H -1.38 -5.36 -5.38
H -0.61 -6.89 -3.08
C 3.05 2.00 -3.47
N 2.59 3.31 -2.93
C 1.10 3.32 -3.05
C 2.99 3.41 -1.48
C 3.24 4.37 -3.79
C 3.19 5.78 -3.22
O 1.91 6.05 -2.70
H 2.39 1.22 -3.11
H 4.11 1.90 -3.31
H 2.90 1.99 -4.56
H 0.76 2.45 -2.49
H 0.81 3.26 -4.09
H 0.72 4.21 -2.57
H 2.83 2.43 -1.04
H 2.37 4.17 -1.03
H 4.02 3.75 -1.46
H 2.68 4.39 -4.73
H 4.27 4.06 -3.90
H 3.44 6.50 -4.01
H 3.97 5.90 -2.46
H 1.94 6.88 -2.21
C -2.46 2.25 0.30
C -3.88 2.09 0.86
C -4.00 2.11 2.37
C -3.68 3.48 3.02
P -4.34 3.67 4.70
C -6.11 3.28 4.81
C -6.82 3.88 6.02
C -8.31 3.66 5.95
C -9.02 4.62 4.98
C -3.55 2.59 5.91
C -3.42 1.11 5.54
C -2.94 0.32 6.76
C -2.55 -1.12 6.42
C -4.09 5.38 5.19
C -2.64 5.87 5.16
C -2.58 7.36 5.49
C -1.16 7.92 5.54
H -2.06 3.21 0.65
H -2.52 2.41 -0.78
H -1.70 1.49 0.46
H -4.34 1.19 0.45
H -4.43 2.94 0.46
H -3.41 1.31 2.83
H -5.03 1.86 2.66
H -4.07 4.26 2.37
H -2.61 3.56 3.21
H -6.16 2.19 4.83
H -6.58 3.64 3.89
H -6.60 4.95 6.14
H -6.45 3.47 6.97
H -8.80 3.74 6.93
H -8.64 2.65 5.69
H -10.10 4.67 5.11
H -8.71 4.41 3.96
H -8.72 5.65 5.23
H -4.13 2.76 6.82
H -2.53 2.96 6.08
H -2.64 1.05 4.77
H -4.33 0.64 5.18
H -3.71 0.33 7.54
H -2.04 0.78 7.17
H -3.35 -1.69 5.96
H -2.08 -1.66 7.23
H -1.73 -1.08 5.69
H -4.41 5.46 6.24
H -4.75 6.05 4.63
H -2.12 5.69 4.22
H -2.09 5.31 5.91
H -3.05 7.52 6.46
H -3.17 7.91 4.75
H -0.61 7.64 4.64
H -0.62 7.55 6.41
H -1.19 9.00 5.64
C 3.96 -5.48 1.44
F 4.42 -6.14 2.48
F 2.62 -5.35 1.59
F 4.45 -4.22 1.43
S 4.37 -6.33 -0.14
O 3.44 -5.70 -1.08
O 5.76 -5.96 -0.35
O 4.14 -7.72 0.08
C 2.41 -1.46 -0.47
F 3.35 -0.48 -0.53
F 3.00 -2.64 -0.63
F 1.79 -1.38 0.70
S 1.26 -1.17 -1.85
O 0.72 0.15 -1.59
O 2.09 -1.28 -3.04
O 0.26 -2.24 -1.74
*
```

Here are the Löwdin charges for atoms 1 to 6, given in e: atom 1 (C): 0.044, atom 2 (C): -0.401, atom 3 (O): 0.191, atom 4 (N): 0.065, atom 5 (H): 0.095, atom 6 (H): 0.185



A structure of composition C49H42IrN3O3PS2, computed with ωB97M-V/def2-TZVPD.

## Properties
HOMO (alpha / beta)   -6.847 / -7.085 eV
Molecular weight   1008.22 g/mol
Largest force on an atom   0.011 Eh/bohr
LUMO energy (alpha / beta)   -0.0182 / -0.0265 Eh

```
! wB97M-V def2-TZVPD RIJCOSX def2/J DEFGRID3
* xyz 0 2
Ir 0.06 -0.81 -0.80
C 1.24 -4.12 3.62
O 2.60 -3.68 3.76
C 2.87 -2.49 4.36
C 4.01 -2.46 5.15
C 4.41 -1.30 5.79
C 3.66 -0.13 5.64
C 2.55 -0.14 4.83
C 2.14 -1.31 4.17
N 0.99 -1.24 3.33
C 1.10 -1.23 1.97
N 2.30 -1.52 1.48
C 2.73 -1.70 0.15
C 1.92 -1.53 -0.97
C 2.50 -1.78 -2.22
C 3.81 -2.21 -2.35
C 4.61 -2.35 -1.22
C 4.07 -2.08 0.02
O 4.79 -2.21 1.18
C 5.84 -1.24 1.31
N 0.03 -1.07 1.21
C -1.28 -0.93 1.74
C -2.24 -1.81 0.97
C -3.68 -1.57 1.26
C -4.07 -0.66 2.18
C -3.12 0.10 2.91
C -1.74 -0.02 2.64
O -0.83 0.72 3.33
C -1.19 2.04 3.74
H 1.30 -5.19 3.46
H 0.74 -3.65 2.78
H 0.68 -3.91 4.54
H 4.57 -3.38 5.26
H 5.30 -1.31 6.41
H 3.96 0.78 6.14
H 1.97 0.76 4.66
H 0.28 -0.61 3.68
H 3.04 -1.67 2.15
H 1.90 -1.62 -3.11
H 4.22 -2.40 -3.33
H 5.64 -2.66 -1.30
H 6.56 -1.34 0.50
H 6.33 -1.44 2.26
H 5.43 -0.23 1.30
H -1.99 -2.86 1.19
H -4.41 -2.16 0.71
H -5.12 -0.51 2.39
H -3.46 0.81 3.65
H -0.27 2.62 3.75
H -1.65 2.02 4.73
H -1.88 2.49 3.02
C -1.79 -1.59 -0.46
C -2.40 -1.45 -1.58
C -2.89 -1.46 -2.82
C -3.14 -2.79 -3.45
C -2.93 -2.97 -4.82
C -3.11 -4.22 -5.41
C -3.50 -5.30 -4.63
C -3.71 -5.14 -3.27
C -3.52 -3.89 -2.69
C -3.25 -0.21 -3.53
C -4.37 -0.15 -4.36
C -4.74 1.05 -4.96
C -4.00 2.20 -4.75
C -2.87 2.15 -3.94
C -2.50 0.96 -3.34
H -2.62 -2.13 -5.43
H -2.95 -4.34 -6.47
H -3.65 -6.27 -5.09
H -4.01 -5.98 -2.66
H -3.68 -3.76 -1.62
H -4.97 -1.03 -4.52
H -5.62 1.08 -5.59
H -4.29 3.13 -5.22
H -2.28 3.04 -3.76
H -1.59 0.92 -2.75
S 2.24 1.94 1.26
P 1.19 2.44 -0.31
S 1.05 1.01 -1.82
C -0.46 3.08 0.12
C -0.56 4.42 0.53
C -1.79 4.94 0.90
C -2.93 4.14 0.87
C -2.84 2.82 0.47
C -1.60 2.29 0.10
C 1.89 3.85 -1.23
C 1.31 4.28 -2.42
C 1.84 5.37 -3.09
C 2.95 6.03 -2.59
C 3.54 5.60 -1.41
C 3.01 4.51 -0.73
H 0.32 5.04 0.55
H -1.86 5.98 1.21
H -3.90 4.55 1.15
H -3.72 2.18 0.44
H -1.54 1.26 -0.21
H 0.44 3.76 -2.81
H 1.38 5.71 -4.02
H 3.36 6.88 -3.12
H 4.41 6.11 -1.01
H 3.46 4.15 0.19
*
```

Here are the Löwdin charges for atoms 1 to 6, given in e: atom 1 (Ir): 0.978, atom 2 (C): -0.048, atom 3 (O): -0.075, atom 4 (C): -0.249, atom 5 (C): 0.002, atom 6 (C): -0.079



A cluster of 2 separate species, C2H8O2 in total at a distorted geometry, computed with ωB97M-V/def2-TZVPD.

## Properties
Structure (SMILES)   CO.CO
HOMO   -10.078 eV
Molecular weight   64.08 g/mol
Largest force on an atom   0.049 Eh/bohr
LUMO energy   0.0292 Eh

```
! wB97M-V def2-TZVPD RIJCOSX def2/J DEFGRID3
* xyz 0 1
C 0.99 -0.06 1.79
O -0.14 0.84 1.73
H 1.44 -0.12 0.78
H 1.78 0.41 2.37
H 0.53 -1.01 2.03
H 0.18 1.73 1.56
C -1.05 -0.56 -1.91
O -0.30 0.60 -1.51
H -1.98 -0.62 -1.34
H -1.39 -0.33 -2.92
H -0.34 -1.37 -1.84
H 0.28 0.48 -0.75
*
```

Here are the Löwdin charges for atoms 1 to 6, given in e: atom 1 (C): -0.130, atom 2 (O): -0.140, atom 3 (H): 0.064, atom 4 (H): 0.080, atom 5 (H): 0.084, atom 6 (H): 0.072



A structure of composition C25H20AsCl5CoN3OS4Sb, computed with ωB97M-V/def2-TZVPD.

## Properties
HOMO (alpha / beta)   -1.490 / -1.488 eV
Molecular weight   939.60 g/mol
Largest force on an atom   0.011 Eh/bohr
LUMO energy (alpha / beta)   0.1342 / 0.1342 Eh

```
! wB97M-V def2-TZVPD RIJCOSX def2/J DEFGRID3
* xyz -2 2
Co 0.88 0.25 -1.38
S -0.12 -2.99 2.17
Sb 2.00 -2.03 1.89
S 1.75 1.66 0.10
S 0.66 0.03 0.81
S 3.03 -3.09 0.10
Cl -2.52 2.09 -7.45
C -1.39 1.75 -6.18
C -1.84 1.41 -4.90
Cl -3.53 1.34 -4.59
C -0.94 1.14 -3.89
Cl -1.49 0.75 -2.30
C 0.47 1.19 -4.08
O 1.33 0.94 -3.17
C 0.89 1.53 -5.40
Cl 2.59 1.58 -5.68
C -0.02 1.80 -6.41
Cl 0.56 2.21 -7.99
N -0.55 -10.15 -0.28
C -0.36 -9.06 -0.60
C -0.13 -7.71 -1.01
C -0.14 -7.39 -2.36
C 0.07 -6.08 -2.76
C 0.29 -5.09 -1.81
C 0.31 -5.40 -0.45
C 0.09 -6.71 -0.06
N 0.52 -3.76 -2.22
C 1.05 -3.35 -3.43
C 1.15 -2.01 -3.36
N 0.69 -1.58 -2.13
C 0.35 -2.65 -1.46
H -0.32 -8.16 -3.10
H 0.03 -5.83 -3.81
H 0.51 -4.63 0.29
H 0.10 -6.94 1.00
H 1.35 -4.05 -4.20
H 1.56 -1.31 -4.07
H -0.05 -2.68 -0.45
C -2.24 4.60 0.92
As -1.82 2.67 1.01
C -3.50 2.15 1.90
C -0.65 2.72 2.63
C -1.15 3.51 3.79
C -0.87 4.87 3.93
C -1.36 5.60 5.00
C -2.15 4.99 5.96
C -2.43 3.64 5.85
C -1.94 2.91 4.78
H -2.61 5.00 1.86
H -2.99 4.74 0.14
H -1.34 5.15 0.62
H -3.74 2.80 2.74
H -3.41 1.12 2.24
H -4.30 2.20 1.16
H 0.31 3.10 2.26
H -0.50 1.67 2.88
H -0.25 5.35 3.18
H -1.12 6.66 5.08
H -2.53 5.56 6.80
H -3.04 3.14 6.60
H -2.16 1.85 4.70
*
```

Here are the Löwdin charges for atoms 1 to 6, given in e: atom 1 (Co): -0.131, atom 2 (S): -0.407, atom 3 (Sb): 0.140, atom 4 (S): 0.034, atom 5 (S): -0.142, atom 6 (S): -0.365



The molecule C5H7NS2 at a distorted geometry, computed with ωB97M-V/def2-TZVPD.

## Properties
Structure (SMILES)   S=C[C@@H]1NCCC1=S
HOMO   -8.853 eV
Molecular weight   145.25 g/mol
Largest force on an atom   0.179 Eh/bohr
LUMO energy   -0.0304 Eh

```
! wB97M-V def2-TZVPD RIJCOSX def2/J DEFGRID3
* xyz 0 1
S -2.77 -1.18 -0.21
C -1.15 -1.62 -0.18
C -0.27 -0.68 0.72
N -0.84 0.62 0.77
C -0.16 1.54 -0.27
C 1.29 0.84 -0.44
C 1.31 -0.47 0.10
S 2.51 -1.59 0.00
H -0.73 -2.70 -0.61
H -0.23 -1.12 1.67
H -1.73 0.53 0.79
H -0.74 1.37 -1.16
H -0.19 2.52 0.08
H 1.97 1.31 0.18
H 1.74 0.63 -1.42
*
```

Here are the Löwdin charges for atoms 1 to 6, given in e: atom 1 (S): 0.681, atom 2 (C): -0.501, atom 3 (C): -0.387, atom 4 (N): -0.074, atom 5 (C): -0.065, atom 6 (C): -0.198



A cluster of 2 separate species, C2H4NO2 in total at a distorted geometry, computed with ωB97M-V/def2-TZVPD.

## Properties
HOMO   -2.414 eV
Molecular weight   74.06 g/mol
Largest force on an atom   0.114 Eh/bohr
LUMO energy   0.0922 Eh

```
! wB97M-V def2-TZVPD RIJCOSX def2/J DEFGRID3
* xyz -1 1
C -0.60 1.79 -0.03
C 0.16 0.66 -0.44
N 1.00 -2.44 0.60
O 0.22 -3.48 0.61
O -1.85 1.84 0.02
H -0.06 2.82 0.00
H -0.37 -0.26 -0.69
H 1.16 0.63 -0.54
H 0.33 -1.54 0.45
*
```

Here are the Löwdin charges for atoms 1 to 6, given in e: atom 1 (C): -0.555, atom 2 (C): -0.136, atom 3 (N): 0.035, atom 4 (O): -0.174, atom 5 (O): -0.203, atom 6 (H): 0.078



A cluster of 15 separate species, C22H37Cl29O6S in total at a distorted geometry, computed with ωB97M-V/def2-TZVPD.

## Properties
HOMO   -9.975 eV
Molecular weight   1457.74 g/mol
Largest force on an atom   0.052 Eh/bohr
LUMO energy   -0.0202 Eh

```
! wB97M-V def2-TZVPD RIJCOSX def2/J DEFGRID3
* xyz 0 1
O 5.33 -0.43 1.50
C 5.31 0.77 1.41
O 5.69 1.57 2.48
C 5.34 2.86 2.13
O 5.99 3.84 2.43
C 4.30 2.78 1.09
C 3.33 3.86 0.82
C 1.88 3.43 1.08
C 1.63 2.54 2.29
C 0.38 1.69 2.14
S 0.54 0.44 0.88
O 0.65 1.01 -0.43
O -0.54 -0.48 1.04
Cl 2.26 -0.54 1.29
C 4.50 1.61 0.47
O 3.94 1.18 -0.64
H 3.38 4.16 -0.22
H 3.55 4.72 1.43
H 1.28 4.32 1.23
H 1.48 2.98 0.18
H 2.42 1.85 2.55
H 1.48 3.13 3.19
H 0.22 1.13 3.05
H -0.52 2.25 1.95
H 3.12 1.63 -0.82
C -1.70 -3.04 0.17
Cl -1.24 -4.72 -0.14
Cl -3.11 -2.93 1.24
H -0.87 -2.53 0.65
H -1.94 -2.56 -0.77
C 6.79 0.66 -3.28
Cl 6.72 0.30 -1.55
Cl 5.70 2.00 -3.71
H 7.80 0.94 -3.54
H 6.48 -0.22 -3.82
C 3.24 -3.54 -1.42
Cl 4.30 -2.87 -0.18
Cl 1.89 -2.45 -1.77
H 3.81 -3.69 -2.33
H 2.84 -4.48 -1.07
C -6.55 -2.70 2.42
Cl -6.66 -2.94 4.17
Cl -7.49 -1.30 1.89
H -5.51 -2.54 2.16
H -6.93 -3.59 1.93
C -10.56 0.35 1.18
Cl -10.29 1.13 -0.38
Cl -12.10 -0.52 1.21
H -9.75 -0.36 1.35
H -10.57 1.11 1.95
C -1.78 -2.83 5.00
Cl -1.10 -4.31 5.70
Cl -0.52 -1.64 4.65
H -2.29 -3.08 4.08
H -2.48 -2.40 5.71
C 4.43 -1.00 -6.14
Cl 6.15 -0.83 -6.55
Cl 4.21 -1.88 -4.63
H 4.01 -0.01 -6.03
H 3.94 -1.54 -6.94
C 4.13 3.85 -6.55
Cl 4.64 2.23 -7.03
Cl 2.79 3.80 -5.40
H 4.97 4.35 -6.08
H 3.82 4.39 -7.43
C 7.41 -3.57 -8.56
Cl 7.36 -4.80 -7.30
Cl 8.88 -3.68 -9.54
H 6.55 -3.71 -9.21
H 7.37 -2.60 -8.10
C -11.87 -3.26 3.54
Cl -12.83 -4.72 3.26
Cl -10.14 -3.60 3.55
H -12.07 -2.55 2.74
H -12.14 -2.84 4.50
C -11.99 4.54 -1.35
Cl -12.13 4.32 0.40
Cl -12.94 5.92 -1.91
H -10.95 4.71 -1.60
H -12.36 3.64 -1.84
C 4.47 7.07 3.40
Cl 4.66 7.90 1.86
Cl 2.95 6.17 3.47
H 5.29 6.36 3.52
H 4.48 7.80 4.20
C -1.97 1.11 6.55
Cl -1.73 1.96 5.01
Cl -3.48 0.21 6.57
H -1.15 0.42 6.69
H -1.99 1.84 7.35
C 2.85 -7.97 -1.56
Cl 3.80 -8.30 -3.01
Cl 1.67 -6.67 -1.82
H 2.31 -8.87 -1.28
H 3.52 -7.67 -0.77
*
```

Here are the Löwdin charges for atoms 1 to 6, given in e: atom 1 (O): 0.088, atom 2 (C): -0.394, atom 3 (O): 0.143, atom 4 (C): -0.360, atom 5 (O): 0.154, atom 6 (C): -0.085



A cluster of 7 separate species, C12H22Br10Cl6 in total at a distorted geometry, computed with ωB97M-V/def2-TZVPD.

## Properties
Structure (SMILES)   ClC(Cl)Cl.ClC(Cl)Cl.BrCCBr.BrCCBr.BrCCBr.BrCCBr.BrCCBr
HOMO   -9.940 eV
Molecular weight   1178.07 g/mol
Largest force on an atom   0.021 Eh/bohr
LUMO energy   0.0107 Eh

```
! wB97M-V def2-TZVPD RIJCOSX def2/J DEFGRID3
* xyz 0 1
Cl 7.08 -24.26 7.51
C 6.12 -24.58 6.07
Cl 7.11 -24.67 4.61
Cl 4.93 -23.31 5.88
H 5.68 -25.55 6.20
Cl 3.80 -24.83 10.00
C 4.34 -26.48 9.79
Cl 5.96 -26.72 10.44
Cl 4.33 -26.93 8.05
H 3.64 -27.14 10.27
Br 9.05 -25.41 12.04
C 8.36 -23.94 11.00
C 7.28 -23.25 11.77
Br 6.37 -22.00 10.58
H 7.97 -24.36 10.08
H 9.18 -23.27 10.80
H 7.65 -22.65 12.59
H 6.55 -23.96 12.14
Br 1.21 -22.09 9.94
C 2.42 -20.71 9.25
C 3.26 -21.34 8.17
Br 4.45 -19.98 7.42
H 3.03 -20.40 10.09
H 1.83 -19.86 8.91
H 2.75 -21.78 7.33
H 3.91 -22.07 8.64
Br 3.63 -25.33 3.33
C 3.53 -23.49 2.76
C 2.37 -22.85 3.41
Br 2.32 -20.98 2.90
H 3.41 -23.48 1.68
H 4.46 -23.01 3.02
H 2.48 -22.90 4.49
H 1.45 -23.37 3.17
Br 9.32 -21.41 8.07
C 7.91 -20.91 6.81
C 8.38 -21.02 5.41
Br 6.81 -20.63 4.29
H 7.58 -19.92 7.12
H 7.04 -21.53 7.00
H 8.67 -22.03 5.16
H 9.14 -20.31 5.12
Br 9.48 -27.11 8.92
C 10.69 -25.87 8.00
C 10.43 -26.00 6.51
Br 11.44 -24.63 5.57
H 11.72 -26.14 8.21
H 10.46 -24.89 8.39
H 9.40 -25.81 6.26
H 10.72 -26.99 6.17
*
```

Here are the Löwdin charges for atoms 1 to 6, given in e: atom 1 (Cl): 0.569, atom 2 (C): -1.509, atom 3 (Cl): 0.561, atom 4 (Cl): 0.567, atom 5 (H): -0.046, atom 6 (Cl): 0.539



> Which value of largest force on an atom does entry 4 give?

0.011 Eh/bohr



> Among the records above, which one has the highest largest force on an atom?

C5H7NS2